Record 1
The following is a DFT calculation (ωB97M-V with the def2-TZVPD basis set) of a molecular structure, C35H40Cl5GeLaN7O2S2.

XYZ file:
```
93
Properties=species:S:1:pos:R:3:forces:R:3
La -1.288 -0.787 -0.696 -0.49 -0.13 0.82
Cl -0.905 -0.522 -3.749 -0.07 -0.34 -0.15
C -1.332 1.006 -4.516 0.24 1.59 0.39
Cl -0.435 2.362 -3.773 0.25 -0.16 -0.04
H -2.349 1.338 -4.365 -0.39 -0.86 -0.03
H -1.044 0.986 -5.554 -0.01 -0.35 -0.21
N -2.881 1.160 2.608 0.82 1.23 1.11
C -2.069 2.012 1.847 -0.49 -0.62 0.51
C -1.763 3.314 2.186 -0.30 1.39 0.95
C -1.166 4.177 1.290 -0.16 -0.28 -1.17
C -0.965 3.723 -0.028 0.74 0.21 0.51
C -1.137 2.370 -0.207 -0.03 0.50 0.76
N -1.593 1.505 0.727 0.15 -0.35 -1.72
H -3.370 1.651 3.372 0.33 -0.52 -0.69
H -3.486 0.626 2.021 -0.59 -0.34 -0.39
H -2.119 3.718 3.128 0.14 -0.14 0.11
H -0.916 5.216 1.477 -0.24 -0.18 0.51
H -0.562 4.412 -0.792 -0.35 -0.76 0.35
H -0.935 1.953 -1.155 0.44 -0.44 -1.20
S 1.139 -2.414 -1.721 -0.33 0.05 0.84
C 1.081 -3.186 -0.231 -0.19 -0.18 -0.40
N 0.981 -3.739 0.790 0.07 0.28 -0.49
N 0.325 -3.524 3.359 -2.07 -0.18 -2.17
C 0.723 -2.141 3.524 0.91 -0.15 -1.90
C 0.156 -1.265 2.401 -0.83 1.19 1.28
N -1.293 -1.536 2.033 0.63 0.16 0.67
C -1.801 -2.898 2.324 -0.19 0.11 -2.03
C -1.181 -3.640 3.443 0.72 -1.53 -0.21
H 0.701 -4.088 4.055 1.13 -1.39 1.39
H 0.597 -3.840 2.369 0.36 -0.03 0.38
H 1.803 -2.091 3.555 0.33 0.11 -0.37
H 0.419 -1.900 4.478 -1.02 1.18 2.04
H 0.776 -1.299 1.503 0.16 -0.03 0.28
H 0.213 -0.238 2.872 -0.12 -0.83 -1.08
H -1.888 -0.945 2.607 0.33 0.63 -0.20
H -1.597 -3.504 1.415 -0.57 0.27 0.50
H -2.892 -2.787 2.484 0.57 -0.39 -0.21
H -1.465 -4.711 3.288 0.37 0.79 0.48
H -1.449 -3.318 4.415 -0.42 0.33 1.03
Cl -5.184 2.430 -2.250 0.16 -0.18 0.49
C -5.350 1.174 -1.028 -0.02 -0.31 0.47
Cl -5.797 1.858 0.593 0.28 -0.14 -0.89
Cl -6.629 0.047 -1.546 0.25 0.01 0.14
C -4.038 0.316 -0.841 -0.14 -0.17 1.01
O -3.912 -0.415 0.189 -0.05 0.60 -0.74
O -3.136 0.402 -1.700 -0.08 0.25 -0.59
C 2.825 5.675 -1.888 -0.33 1.48 -0.76
C 3.062 5.263 -0.600 -0.36 0.13 1.22
C 2.997 3.913 -0.326 -0.36 -1.92 -0.41
C 2.732 2.972 -1.351 0.01 1.52 -0.84
C 2.636 3.435 -2.697 -0.46 0.74 2.35
C 2.590 4.798 -2.932 0.93 -0.29 -0.57
Ge 2.704 1.065 -1.176 1.07 -0.30 -0.51
C 4.485 0.621 -1.947 0.32 0.27 0.50
C 5.001 -0.665 -1.953 1.11 -0.04 -0.44
C 6.375 -0.955 -2.200 -1.54 0.14 0.27
C 7.231 0.080 -2.453 -0.73 0.64 -0.11
C 6.736 1.376 -2.407 0.36 0.07 -0.45
C 5.411 1.657 -2.132 0.25 0.82 -0.38
C 2.893 0.596 0.685 -0.62 0.54 0.52
C 3.800 -0.355 1.104 -1.20 0.85 2.47
C 4.053 -0.431 2.489 2.08 -2.00 -0.81
C 3.589 0.462 3.379 -1.25 0.90 0.32
C 2.680 1.434 2.957 0.72 -0.15 1.28
C 2.295 1.452 1.657 -0.63 1.06 -1.48
H 2.802 6.732 -2.164 0.13 -0.21 0.42
H 3.170 5.948 0.259 0.23 -0.16 -0.81
H 3.156 3.471 0.660 0.05 0.75 -0.16
H 2.560 2.737 -3.473 -0.18 -0.87 -1.16
H 2.555 5.194 -3.952 -0.25 -0.20 0.38
H 4.283 -1.423 -1.789 -0.33 -1.20 0.10
H 6.773 -1.950 -2.226 -0.26 -0.50 0.04
H 8.229 -0.084 -2.775 0.78 -0.22 0.04
H 7.413 2.170 -2.698 -0.09 0.21 0.28
H 5.184 2.730 -2.132 -0.40 -0.59 0.10
H 4.295 -1.037 0.501 0.74 -0.91 -1.35
H 4.794 -1.179 2.849 -0.61 0.45 -0.38
H 3.857 0.442 4.407 0.42 -0.13 0.65
H 2.434 2.182 3.704 -0.54 0.09 -0.34
H 1.627 2.296 1.345 0.44 -1.05 0.06
C -4.728 -5.280 -2.659 0.51 -0.46 -0.58
N -5.173 -4.349 -1.657 0.26 0.61 0.82
C -6.469 -4.231 -1.210 -0.33 0.19 1.07
C -6.458 -3.328 -0.194 -0.96 -0.20 1.00
N -5.154 -2.922 -0.027 0.08 1.08 0.63
C -4.382 -3.523 -0.926 0.95 -0.14 -0.80
S -2.660 -3.326 -1.153 -0.35 -0.13 -0.07
H -3.643 -5.113 -2.807 -0.78 -0.12 -0.26
H -5.335 -5.153 -3.561 0.44 0.20 0.00
H -4.887 -6.311 -2.337 0.09 0.12 0.23
H -7.274 -4.891 -1.496 0.17 0.15 -0.31
H -7.223 -3.065 0.569 0.61 -0.13 -1.12
H -4.825 -2.101 0.536 -0.42 -0.99 -0.86
```
Forces are in eV/Å.

Results
Spin multiplicity   2
⟨S²⟩   0.754
F_max   0.05842 hartree/bohr
E_LUMO (spin up / spin down)   -0.17887 / -0.21240 Eh
Orbital gap (spin up / spin down)   6.65 / 6.79 eV
HOMO level (spin up / spin down)   -0.42318 / -0.46206 Eh
Total charge   +2
Calculated total energy   -7096.953443 a.u.
Energy above the lowest of the compared OMol25 structures with the same formula, charge and spin   7.4 kcal/mol

Atomic partial charges in e from the Löwdin method, atoms 1 to 4: 1.67 0.53 -0.90 0.59

Record 2
The following is a DFT calculation (ωB97M-V with the def2-TZVPD basis set) of a molecular structure, C35H40CuGe3N2O.

XYZ file:
```
82
Properties=species:S:1:pos:R:3:forces:R:3
Cu 0.718 0.543 -0.978 0.52 -0.30 -0.11
C 0.399 -0.583 3.229 0.03 -0.06 -0.04
C 0.860 -0.024 1.914 -0.06 -0.09 0.24
O 0.297 -0.338 0.837 -0.13 0.16 0.14
N 1.878 0.836 2.000 0.08 0.13 -0.10
C 2.453 1.662 0.934 0.02 -0.40 -0.15
C 3.333 0.869 -0.007 0.05 -0.02 0.09
C 4.702 0.804 0.172 0.00 -0.01 0.00
C 5.458 0.013 -0.684 -0.07 0.00 0.02
C 4.808 -0.704 -1.674 0.08 -0.01 0.03
C 3.437 -0.579 -1.800 -0.03 -0.01 0.00
N 2.709 0.199 -0.991 -0.07 0.22 -0.15
H -0.465 -1.220 3.082 0.00 0.00 -0.01
H 0.132 0.231 3.905 0.01 -0.01 0.01
H 1.197 -1.161 3.695 -0.01 -0.01 0.02
H 2.283 0.955 2.916 -0.09 0.02 0.03
H 3.039 2.445 1.411 -0.10 0.06 0.02
H 1.639 2.137 0.374 0.04 0.12 0.05
H 5.171 1.361 0.972 0.02 0.02 -0.02
H 6.532 -0.044 -0.571 0.00 -0.02 0.01
H 5.357 -1.353 -2.342 -0.02 0.02 -0.05
H 2.895 -1.120 -2.564 0.01 0.02 -0.02
C -2.985 -2.025 2.406 0.07 -0.16 -0.05
Ge -1.906 -3.387 1.495 0.15 0.24 -0.20
C -0.138 -3.830 2.217 -0.15 0.04 -0.07
C -2.896 -5.000 1.040 0.04 0.15 -0.11
Ge -1.314 -2.130 -0.694 -0.37 -0.63 -0.32
C 0.020 -2.767 -1.927 0.02 0.21 0.35
C 0.470 -4.067 -1.663 0.03 0.10 0.11
C 1.296 -4.724 -2.563 -0.04 -0.04 -0.03
C 1.692 -4.079 -3.726 -0.02 0.02 0.09
C 1.258 -2.783 -3.997 0.01 0.04 -0.06
C 0.427 -2.129 -3.105 -0.09 0.02 0.01
C -2.703 -1.163 -1.723 0.25 0.17 0.35
C -2.548 -0.129 -2.672 0.00 0.12 0.07
C -3.639 0.338 -3.398 0.03 0.02 -0.09
C -4.901 -0.222 -3.202 -0.08 -0.03 0.08
C -5.062 -1.256 -2.298 0.04 0.04 -0.10
C -3.968 -1.717 -1.558 0.20 -0.02 0.01
H -2.915 -2.153 3.487 0.02 0.00 0.01
H -4.030 -2.157 2.126 -0.01 0.01 -0.02
H -2.677 -1.013 2.147 0.02 0.01 0.04
H -0.146 -3.764 3.305 -0.02 0.02 0.01
H 0.644 -3.182 1.825 0.01 0.01 0.03
H 0.094 -4.861 1.950 0.00 0.00 -0.02
H -3.102 -5.522 1.977 0.01 0.02 0.02
H -2.304 -5.661 0.409 -0.01 0.00 -0.01
H -3.847 -4.789 0.553 -0.01 -0.01 0.00
H 0.153 -4.572 -0.756 0.09 -0.05 0.00
H 1.620 -5.736 -2.361 0.02 0.00 0.00
H 2.340 -4.586 -4.429 -0.02 -0.01 -0.02
H 1.555 -2.298 -4.918 0.01 0.01 0.01
H 0.078 -1.128 -3.336 -0.01 -0.03 -0.07
H -1.558 0.239 -2.918 0.00 -0.13 -0.21
H -3.501 1.102 -4.155 0.00 -0.01 -0.01
H -5.745 0.129 -3.780 0.00 0.03 0.01
H -6.033 -1.713 -2.162 0.00 -0.01 -0.01
H -4.107 -2.540 -0.863 -0.11 0.06 0.04
Ge -2.062 2.327 -1.519 1.28 -0.63 0.56
C -0.991 3.585 -2.512 -0.49 -0.58 0.11
C -1.233 4.961 -2.495 -0.02 -0.07 -0.10
C -0.313 5.803 -3.099 -0.02 0.11 0.01
C 0.799 5.283 -3.750 -0.08 -0.05 -0.04
C 1.010 3.909 -3.805 -0.02 -0.05 -0.01
C 0.120 3.058 -3.176 0.05 0.15 0.09
C -3.654 2.522 -0.462 0.75 -0.07 -0.43
C -4.067 3.832 -0.201 -0.10 -0.09 0.04
C -5.196 4.025 0.579 -0.01 0.06 -0.01
C -5.892 2.931 1.077 -0.01 0.00 -0.07
C -5.471 1.632 0.802 0.02 -0.05 0.01
C -4.346 1.416 0.026 -0.06 0.11 0.16
H -0.740 1.197 -1.071 -1.72 1.00 -0.19
H -2.107 5.380 -2.016 0.01 0.02 -0.02
H -0.471 6.873 -3.068 0.00 0.00 -0.01
H 1.497 5.955 -4.232 0.01 0.00 0.01
H 1.860 3.505 -4.339 0.02 0.03 0.01
H 0.289 1.984 -3.192 0.07 0.00 -0.05
H -3.527 4.685 -0.588 -0.04 0.02 0.03
H -5.536 5.029 0.789 0.00 0.00 0.02
H -6.780 3.093 1.673 0.01 -0.01 0.03
H -6.024 0.789 1.193 -0.04 0.02 0.00
H -4.015 0.412 -0.197 0.00 0.03 0.04
```
Forces are in eV/Å.

Results
F_max   0.03882 hartree/bohr
E_LUMO   -0.35029 Eh
Orbital gap   7.27 eV
HOMO level   -0.61760 Eh
Total charge   +3
Calculated total energy   -9412.734827 a.u.
Energy above the lowest of the compared OMol25 structures with the same formula, charge and spin   39.5 kcal/mol

Atomic partial charges in e from the Löwdin method, atoms 1 to 4: 0.29 0.03 -0.45 -0.10